Entry 1:
Here is C22H34N2O4 in the gas phase from OMol25. Energies are from ωB97M-V/def2-TZVPD.

Results
LUMO level (eV): 0.71
Orbital gap (eV): 9.85
HOMO (eV): -9.140
Energy (Ha): -1269.258751
Max |F| (eV/A): 0.62
SMILES: CCCCCCCCNC(=O)[C@@H](CCC(=O)OCc1ccccc1)NC(C)=O
Total charge: 0

Last column: natural (NBO) charge in e.
Element x y z (Å)
C 8.34 2.13 2.19  -0.598
C 6.86 2.17 2.53  -0.396
C 6.41 0.91 3.27  -0.395
C 4.97 0.97 3.77  -0.385
C 3.91 1.13 2.68  -0.391
C 3.86 -0.05 1.70  -0.398
C 2.71 0.09 0.72  -0.396
C 2.66 -1.09 -0.27  -0.220
N 1.59 -0.92 -1.22  -0.618
C 0.44 -1.61 -1.15  0.675
O 0.24 -2.53 -0.38  -0.659
C -0.59 -1.10 -2.19  -0.137
C -1.75 -2.07 -2.45  -0.393
C -2.52 -2.56 -1.22  -0.546
C -3.58 -1.64 -0.69  0.825
O -3.59 -0.43 -0.78  -0.642
O -4.55 -2.32 -0.08  -0.494
C -5.61 -1.57 0.49  -0.111
C -6.50 -0.95 -0.57  0.038
C -6.90 0.37 -0.48  -0.227
C -7.71 0.92 -1.46  -0.203
C -8.12 0.15 -2.54  -0.217
C -7.71 -1.17 -2.63  -0.192
C -6.91 -1.72 -1.65  -0.246
N -1.09 0.20 -1.78  -0.630
C -0.43 1.35 -2.01  0.693
C -1.19 2.58 -1.58  -0.705
O 0.69 1.38 -2.50  -0.674
H 8.56 1.27 1.56  0.200
H 8.64 3.03 1.66  0.207
H 8.94 2.04 3.10  0.199
H 6.65 3.04 3.16  0.193
H 6.28 2.28 1.61  0.193
H 6.54 0.04 2.61  0.194
H 7.06 0.75 4.13  0.199
H 4.76 0.06 4.33  0.198
H 4.88 1.81 4.46  0.197
H 2.93 1.21 3.17  0.200
H 4.07 2.05 2.13  0.196
H 4.80 -0.09 1.14  0.194
H 3.76 -0.98 2.26  0.197
H 2.81 1.02 0.15  0.199
H 1.76 0.13 1.26  0.200
H 2.48 -2.02 0.27  0.224
H 3.60 -1.16 -0.81  0.190
H 1.61 -0.10 -1.82  0.436
H -0.05 -0.96 -3.13  0.228
H -1.33 -2.95 -2.94  0.229
H -2.44 -1.59 -3.15  0.218
H -3.00 -3.52 -1.43  0.237
H -1.80 -2.73 -0.41  0.299
H -6.17 -2.29 1.10  0.207
H -5.20 -0.78 1.13  0.201
H -6.57 0.98 0.35  0.212
H -8.02 1.95 -1.38  0.214
H -8.75 0.58 -3.30  0.214
H -8.02 -1.78 -3.47  0.212
H -6.59 -2.75 -1.72  0.216
H -2.02 0.21 -1.36  0.440
H -0.70 3.46 -1.99  0.237
H -1.18 2.65 -0.49  0.233
H -2.22 2.54 -1.92  0.228

---

Entry 2:
Here is a gas-phase ion, C22H34N3O (charge +1) from OMol25. Energies are from ωB97M-V/def2-TZVPD.

Results
LUMO level (eV): -2.44
Orbital gap (eV): 8.47
HOMO (eV): -10.915
Energy (Ha): -1098.010403
Max |F| (eV/A): 0.89
SMILES: O=C(C[NH2+]CCC1=CCCCC1)Nc1ccccc1N1CCCCCC1
Total charge: +1

Last column: natural (NBO) charge in e.
Element x y z (Å)
O -0.65 3.12 0.40  -0.626
C -0.38 1.93 0.23  0.670
C 0.23 1.59 -1.15  -0.317
N 0.22 2.87 -1.87  -0.544
C 1.50 3.37 -2.41  -0.213
C 1.84 2.69 -3.75  -0.436
C 2.01 1.20 -3.61  0.000
C 1.05 0.36 -3.98  -0.188
C 1.13 -1.13 -3.83  -0.446
C 2.27 -1.54 -2.90  -0.391
C 3.53 -0.77 -3.27  -0.393
C 3.32 0.73 -3.04  -0.448
N -0.53 0.92 1.06  -0.574
C -1.04 0.89 2.37  0.066
C -1.26 2.02 3.14  -0.209
C -1.68 1.89 4.45  -0.204
C -1.87 0.63 4.98  -0.189
C -1.67 -0.51 4.22  -0.247
C -1.27 -0.40 2.89  0.226
N -1.03 -1.50 2.03  -0.500
C -2.03 -1.70 0.99  -0.237
C -1.38 -2.14 -0.33  -0.403
C -1.26 -3.66 -0.49  -0.401
C -0.90 -4.42 0.79  -0.408
C 0.08 -3.69 1.72  -0.412
C -0.61 -2.73 2.68  -0.212
H -0.35 0.82 -1.66  0.253
H 1.25 1.22 -1.03  0.247
H -0.47 2.88 -2.62  0.429
H -0.16 3.50 -1.04  0.475
H 1.41 4.45 -2.56  0.233
H 2.29 3.20 -1.68  0.220
H 2.76 3.14 -4.12  0.241
H 1.05 2.91 -4.47  0.216
H 0.15 0.73 -4.44  0.198
H 0.18 -1.51 -3.46  0.216
H 1.29 -1.57 -4.82  0.229
H 2.44 -2.61 -2.98  0.226
H 2.00 -1.32 -1.86  0.181
H 4.38 -1.11 -2.68  0.221
H 3.76 -0.94 -4.32  0.209
H 4.14 1.29 -3.50  0.227
H 3.36 0.94 -1.97  0.196
H -0.26 -0.02 0.77  0.437
H -1.08 3.00 2.71  0.242
H -1.85 2.77 5.04  0.227
H -2.20 0.52 6.01  0.226
H -1.84 -1.48 4.65  0.225
H -2.78 -2.44 1.30  0.198
H -2.56 -0.76 0.83  0.211
H -0.38 -1.70 -0.39  0.178
H -1.96 -1.75 -1.17  0.212
H -0.50 -3.86 -1.25  0.205
H -2.20 -4.06 -0.87  0.214
H -1.80 -4.65 1.35  0.200
H -0.46 -5.38 0.50  0.224
H 0.84 -3.17 1.14  0.199
H 0.59 -4.44 2.33  0.226
H -1.45 -3.25 3.16  0.175
H 0.10 -2.44 3.46  0.215

---

Entry 3:
Here is a molecular structure, C22H35Cl2HgN4O3 from OMol25. Energies are from ωB97M-V/def2-TZVPD.

Results
LUMO level (eV): 2.54
Orbital gap (eV): 5.80
HOMO (eV): -3.263
Energy (Ha): -2377.799173
Max |F| (eV/A): 4.12
Total charge: -1

Last column: natural (NBO) charge in e.
Element x y z (Å)
O 0.27 0.03 -2.11  -0.987
C -0.77 0.31 -2.87  0.059
C -0.46 1.63 -3.60  0.096
C 0.40 2.55 -3.04  -0.261
H 0.88 2.33 -2.09  0.260
C 0.63 3.77 -3.70  -0.216
H 1.30 4.50 -3.25  0.195
C 0.00 4.03 -4.92  -0.260
H 0.18 4.97 -5.44  0.192
C -0.86 3.07 -5.48  -0.238
H -1.34 3.26 -6.44  0.190
C -1.09 1.87 -4.82  -0.235
H -1.76 1.11 -5.24  0.204
H -0.75 -0.51 -3.62  0.101
C -2.60 -1.16 -1.92  -0.682
C -2.18 0.24 -2.27  -0.007
H -3.68 -1.23 -1.82  0.201
H -2.17 -1.47 -0.95  0.259
H -2.19 -1.84 -2.65  0.183
C -2.85 1.41 -1.97  -0.161
C -4.18 1.50 -1.23  -0.654
H -2.37 2.38 -2.23  0.206
H -4.90 1.98 -1.87  0.179
H -4.06 2.12 -0.32  0.231
H -4.53 0.51 -0.94  0.211
Hg -0.02 0.09 0.15  1.605
Cl 0.64 2.35 0.42  -0.862
Cl -2.37 0.49 0.37  -0.827
H 4.64 1.36 -2.77  0.170
H 4.97 1.70 -0.09  0.174
C 3.58 1.36 -2.47  -0.406
C 3.88 1.56 -0.01  -0.408
N 3.42 0.78 -1.15  -0.435
H 2.98 0.79 -3.20  0.237
C 2.76 -0.37 -1.00  0.581
O 2.17 -0.68 0.04  -0.721
H 3.61 1.04 0.91  0.211
H 2.79 -1.08 -1.86  0.127
H 3.22 2.41 -2.44  0.219
H 3.38 2.54 -0.05  0.238
H -0.59 -5.36 0.62  0.189
H 1.30 -5.75 -1.32  0.186
C -1.05 -4.77 -0.19  -0.417
C 0.77 -4.97 -1.89  -0.398
N 0.00 -4.15 -1.00  -0.430
H -1.70 -4.00 0.22  0.257
C 0.20 -2.82 -0.95  0.551
O -0.42 -2.20 -0.09  -0.681
H 1.51 -4.34 -2.42  0.213
H 0.89 -2.39 -1.72  0.172
H -1.62 -5.45 -0.84  0.188
H 0.11 -5.46 -2.62  0.187
C 2.08 0.28 5.09  -0.636
C 1.01 0.08 4.12  0.181
C -0.31 -0.29 4.33  -0.367
C -0.97 -0.39 3.10  0.215
N -0.06 -0.09 2.20  -0.416
N 1.15 0.20 2.83  -0.322
C -2.37 -0.80 2.90  -0.646
H 1.77 1.06 5.78  0.226
H 2.21 -0.64 5.64  0.221
H 2.99 0.55 4.60  0.214
H -0.77 -0.50 5.29  0.201
H 1.98 0.47 2.27  0.442
H -2.77 -1.08 3.87  0.184
H -2.96 0.03 2.53  0.283
H -2.42 -1.65 2.24  0.234

---

Entry 4:
Here is a molecular structure, C22H35ClN2NiO5Te from OMol25. Energies are from ωB97M-V/def2-TZVPD.

Results
⟨S²⟩: 2.01
LUMO level (alpha / beta) (eV): 0.46 / -0.86
Orbital gap (alpha / beta) (eV): 7.63 / 5.45
HOMO (alpha / beta) (eV): -7.179 / -6.316
Energy (Ha): -3581.481327
Max |F| (eV/A): 0.77
2S+1: 3
Total charge: 0

Last column: natural (NBO) charge in e.
Element x y z (Å)
Ni -0.30 0.07 -1.82  0.808
C 0.79 0.94 -4.67  -0.250
O -0.47 0.85 -4.01  -0.568
C -1.29 1.96 -4.33  -0.085
C -2.62 1.82 -3.62  -0.082
O -2.51 1.46 -2.26  -0.533
C -2.41 2.50 -1.30  -0.088
C -1.08 3.21 -1.31  -0.092
O -0.06 2.25 -1.24  -0.580
C 1.24 2.80 -1.30  -0.247
H 0.66 0.92 -5.75  0.171
H 1.37 0.07 -4.35  0.219
H 1.31 1.86 -4.38  0.171
H -1.48 2.00 -5.41  0.178
H -0.76 2.88 -4.05  0.167
H -3.20 1.02 -4.09  0.195
H -3.18 2.76 -3.74  0.177
H -2.56 2.01 -0.34  0.225
H -3.21 3.23 -1.45  0.174
H -1.04 3.88 -0.44  0.192
H -0.95 3.83 -2.21  0.163
H 1.40 3.51 -0.49  0.187
H 1.39 3.30 -2.27  0.161
H 1.94 1.98 -1.19  0.219
C 0.70 -0.87 7.85  -0.627
C 0.48 -0.24 6.50  0.009
C -0.77 0.23 6.12  -0.234
C -1.00 0.80 4.87  -0.010
C -2.39 1.27 4.55  -0.639
C 0.08 0.92 3.98  -0.352
Te -0.20 1.79 2.10  0.251
C 1.36 0.45 4.34  0.119
C 2.53 0.51 3.40  -0.674
C 1.52 -0.12 5.60  -0.263
H -0.24 -0.96 8.40  0.212
H 1.39 -0.27 8.45  0.218
H 1.14 -1.86 7.76  0.220
H -1.60 0.14 6.81  0.199
H -3.09 0.92 5.30  0.210
H -2.72 0.92 3.57  0.231
H -2.46 2.36 4.52  0.218
H 2.34 -0.07 2.50  0.257
H 3.42 0.12 3.89  0.207
H 2.73 1.54 3.09  0.221
H 2.51 -0.50 5.87  0.203
C -0.37 -4.66 -4.50  -0.645
C 0.34 -3.60 -3.72  0.172
C 1.56 -3.58 -3.09  -0.347
C 1.66 -2.30 -2.49  0.186
N 0.57 -1.59 -2.73  -0.387
N -0.22 -2.39 -3.49  -0.339
C 2.79 -1.74 -1.68  -0.654
H 0.32 -5.48 -4.70  0.234
H -0.72 -4.28 -5.46  0.222
H -1.22 -5.05 -3.95  0.230
H 2.28 -4.37 -3.06  0.229
H -1.12 -2.05 -3.76  0.415
H 3.74 -1.94 -2.17  0.213
H 2.81 -2.18 -0.68  0.259
H 2.66 -0.67 -1.55  0.238
Cl -2.16 -1.36 -0.71  -0.104
C -1.05 -2.08 0.52  -0.470
C 0.34 -1.43 0.62  0.759
O 1.09 -2.02 1.38  -0.691
O 0.56 -0.35 -0.01  -0.841
H -0.95 -3.13 0.30  0.230
H -1.55 -1.95 1.48  0.236

---

Entry 5:
Here is a molecular structure, C22H35CrNO2P2S2 from OMol25. Energies are from ωB97M-V/def2-TZVPD.

Results
⟨S²⟩: 6.04
LUMO level (alpha / beta) (eV): 0.03 / -0.05
Orbital gap (alpha / beta) (eV): 7.69 / 7.88
HOMO (alpha / beta) (eV): -7.662 / -7.932
Energy (Ha): -3587.950972
Max |F| (eV/A): 9.05
2S+1: 5
Total charge: 0

Last column: natural (NBO) charge in e.
Element x y z (Å)
P -0.36 0.84 -1.29  0.931
P -0.07 -0.80 1.32  0.906
C 1.37 0.43 -0.72  -0.710
C 1.34 -0.86 0.11  -0.709
H 1.70 1.27 -0.10  0.228
H 2.06 0.35 -1.57  0.242
H 1.15 -1.73 -0.54  0.229
H 2.30 -1.03 0.62  0.243
C 0.67 0.01 2.79  -0.934
H -0.02 -0.08 3.63  0.257
H 0.82 1.07 2.59  0.236
H 1.63 -0.45 3.07  0.230
C -0.23 -2.54 1.87  -0.931
H 0.74 -2.97 2.17  0.228
H -0.66 -3.14 1.06  0.246
H -0.92 -2.58 2.72  0.265
C -0.21 2.58 -1.85  -0.930
H -1.10 2.92 -2.39  0.256
H 0.67 2.67 -2.50  0.229
H -0.05 3.22 -0.98  0.241
C -0.50 -0.06 -2.89  -0.933
H -0.61 -1.13 -2.69  0.242
H 0.37 0.10 -3.53  0.230
H -1.40 0.28 -3.40  0.254
Cr -1.82 0.27 0.34  0.659
C 5.32 -2.01 -0.13  -0.194
C 5.36 -0.98 0.72  -0.178
C 6.07 0.34 0.60  -0.434
C 6.54 0.78 -0.80  -0.445
C 5.41 0.89 -1.79  -0.193
C 4.84 -0.06 -2.54  -0.178
C 5.15 -1.54 -2.63  -0.435
C 5.98 -2.16 -1.48  -0.445
C -3.45 1.30 -0.54  -1.156
H 4.71 -2.86 0.17  0.200
H 4.80 -1.09 1.64  0.197
H 6.94 0.34 1.28  0.222
H 5.40 1.12 1.00  0.208
H 7.02 1.76 -0.70  0.218
H 7.32 0.10 -1.16  0.209
H 4.99 1.89 -1.89  0.199
H 4.02 0.25 -3.19  0.195
H 5.67 -1.74 -3.58  0.222
H 4.20 -2.07 -2.69  0.208
H 6.09 -3.23 -1.70  0.218
H 6.99 -1.74 -1.48  0.209
H -4.35 0.68 -0.51  0.205
H -3.28 1.62 -1.57  0.180
H -3.64 2.20 0.06  0.201
O -7.12 -2.92 1.69  -0.851
S -6.73 -1.71 0.81  2.049
O -6.52 -2.17 -0.64  -0.854
N -5.04 -1.62 1.27  -0.603
C -4.72 -0.46 1.72  0.120
S -3.07 -0.09 2.33  -0.362
C -5.82 0.52 1.76  -0.012
C -5.78 1.84 2.20  -0.186
C -6.95 2.61 2.16  -0.177
C -8.15 2.04 1.67  -0.207
C -8.17 0.71 1.23  -0.165
C -6.99 -0.03 1.29  -0.307
H -4.86 2.28 2.57  0.244
H -6.94 3.64 2.49  0.220
H -9.05 2.64 1.64  0.223
H -9.09 0.27 0.86  0.234

---

Entry 6:
Here is a molecular structure, C22H35N3 from OMol25. Energies are from ωB97M-V/def2-TZVPD.

Results
LUMO level (eV): 0.80
Orbital gap (eV): 8.52
HOMO (eV): -7.714
Energy (Ha): -1022.745565
Max |F| (eV/A): 19.58
Total charge: 0

Last column: natural (NBO) charge in e.
Element x y z (Å)
C 1.99 4.60 -3.17  -0.594
H 1.58 5.25 -2.28  0.172
H 2.07 5.15 -4.01  0.218
H 2.82 4.15 -2.78  0.213
C 0.82 3.83 -3.32  -0.142
C 1.39 2.81 -4.63  -0.657
H 2.41 2.24 -4.39  0.207
H 1.39 3.42 -5.53  0.199
H 0.43 2.13 -4.90  0.194
C 0.34 2.90 -2.23  -0.384
C 1.30 2.03 -1.74  -0.032
N 0.66 1.15 -0.83  -0.583
C 1.29 1.27 0.73  0.671
N 2.04 2.07 0.69  -0.495
C 2.13 2.94 -0.45  -0.165
H 3.41 2.91 -0.81  0.158
H 1.96 3.87 -0.24  0.173
N 0.99 0.23 1.46  -0.613
C 1.12 0.04 2.81  0.125
C 2.21 0.96 3.32  -0.215
C 2.43 0.94 4.74  -0.204
C 2.06 -0.24 5.28  -0.164
C 1.08 -1.16 4.77  -0.215
C 0.87 -1.02 3.42  -0.247
H -0.20 -1.56 3.03  0.192
H 0.65 -1.98 5.48  0.241
H 2.34 -0.26 6.65  0.168
H 3.02 1.49 5.12  0.176
H 2.66 1.84 2.76  0.256
H 0.31 -0.53 1.17  0.422
C 0.06 -0.15 -1.36  -0.228
C -1.42 -0.08 -1.03  -0.363
C -2.02 -1.51 -1.65  -0.368
H -1.30 -1.77 -2.35  0.202
C -2.21 -2.54 -0.60  -0.287
C -3.40 -2.32 0.31  -0.382
C -3.77 -3.31 1.40  -0.378
C -2.18 -4.09 1.90  -0.342
C -1.33 -4.31 0.91  -0.443
C -0.97 -3.13 -0.13  -0.358
H -0.43 -2.44 0.74  0.175
H -0.08 -3.46 -0.90  0.248
H -0.33 -4.59 1.41  0.207
H -1.59 -5.05 0.40  0.196
H -2.66 -4.70 2.53  0.219
H -1.98 -3.24 2.81  0.164
H -4.29 -3.15 2.20  0.199
H -4.00 -4.25 0.90  0.180
H -4.35 -1.83 -0.07  0.234
H -2.87 -1.35 0.92  0.152
H -2.76 -3.43 -1.20  0.190
H -3.03 -1.20 -2.08  0.205
H -1.74 -0.18 0.10  0.198
H -1.70 0.61 -1.49  0.161
H 0.73 -1.16 -0.82  0.171
H 0.44 -0.30 -2.49  0.219
H 2.04 1.67 -2.24  0.183
H -0.06 3.63 -1.65  0.211
H -0.50 2.17 -2.69  0.181
H 0.15 3.99 -3.87  0.181

---

> Which of these has the highest total charge?

C22H34N3O

---

> What is the formula in the fifth record?

C22H35CrNO2P2S2

---

Repeat the fourth record exactly.
Here is a molecular structure, C22H35ClN2NiO5Te from OMol25. Energies are from ωB97M-V/def2-TZVPD.

Results
⟨S²⟩: 2.01
LUMO level (alpha / beta) (eV): 0.46 / -0.86
Orbital gap (alpha / beta) (eV): 7.63 / 5.45
HOMO (alpha / beta) (eV): -7.179 / -6.316
Energy (Ha): -3581.481327
Max |F| (eV/A): 0.77
2S+1: 3
Total charge: 0

Last column: natural (NBO) charge in e.
Element x y z (Å)
Ni -0.30 0.07 -1.82  0.808
C 0.79 0.94 -4.67  -0.250
O -0.47 0.85 -4.01  -0.568
C -1.29 1.96 -4.33  -0.085
C -2.62 1.82 -3.62  -0.082
O -2.51 1.46 -2.26  -0.533
C -2.41 2.50 -1.30  -0.088
C -1.08 3.21 -1.31  -0.092
O -0.06 2.25 -1.24  -0.580
C 1.24 2.80 -1.30  -0.247
H 0.66 0.92 -5.75  0.171
H 1.37 0.07 -4.35  0.219
H 1.31 1.86 -4.38  0.171
H -1.48 2.00 -5.41  0.178
H -0.76 2.88 -4.05  0.167
H -3.20 1.02 -4.09  0.195
H -3.18 2.76 -3.74  0.177
H -2.56 2.01 -0.34  0.225
H -3.21 3.23 -1.45  0.174
H -1.04 3.88 -0.44  0.192
H -0.95 3.83 -2.21  0.163
H 1.40 3.51 -0.49  0.187
H 1.39 3.30 -2.27  0.161
H 1.94 1.98 -1.19  0.219
C 0.70 -0.87 7.85  -0.627
C 0.48 -0.24 6.50  0.009
C -0.77 0.23 6.12  -0.234
C -1.00 0.80 4.87  -0.010
C -2.39 1.27 4.55  -0.639
C 0.08 0.92 3.98  -0.352
Te -0.20 1.79 2.10  0.251
C 1.36 0.45 4.34  0.119
C 2.53 0.51 3.40  -0.674
C 1.52 -0.12 5.60  -0.263
H -0.24 -0.96 8.40  0.212
H 1.39 -0.27 8.45  0.218
H 1.14 -1.86 7.76  0.220
H -1.60 0.14 6.81  0.199
H -3.09 0.92 5.30  0.210
H -2.72 0.92 3.57  0.231
H -2.46 2.36 4.52  0.218
H 2.34 -0.07 2.50  0.257
H 3.42 0.12 3.89  0.207
H 2.73 1.54 3.09  0.221
H 2.51 -0.50 5.87  0.203
C -0.37 -4.66 -4.50  -0.645
C 0.34 -3.60 -3.72  0.172
C 1.56 -3.58 -3.09  -0.347
C 1.66 -2.30 -2.49  0.186
N 0.57 -1.59 -2.73  -0.387
N -0.22 -2.39 -3.49  -0.339
C 2.79 -1.74 -1.68  -0.654
H 0.32 -5.48 -4.70  0.234
H -0.72 -4.28 -5.46  0.222
H -1.22 -5.05 -3.95  0.230
H 2.28 -4.37 -3.06  0.229
H -1.12 -2.05 -3.76  0.415
H 3.74 -1.94 -2.17  0.213
H 2.81 -2.18 -0.68  0.259
H 2.66 -0.67 -1.55  0.238
Cl -2.16 -1.36 -0.71  -0.104
C -1.05 -2.08 0.52  -0.470
C 0.34 -1.43 0.62  0.759
O 1.09 -2.02 1.38  -0.691
O 0.56 -0.35 -0.01  -0.841
H -0.95 -3.13 0.30  0.230
H -1.55 -1.95 1.48  0.236